Entry 1:
56
Properties=species:S:1:pos:R:3 method="wB97M-V/def2-TZVPD" lumo_ev=-0.909 e_homo_ha=-0.2245 largest_force_ev_per_a=3.18 mol_weight_g_mol=609.9 multiplicity=1 de_lowest_kcal_mol=45.93 e_tot_ha=-2942.3058 homo_lumo_gap_ev=5.199
Fe 0.2138 -0.1359 0.8031
O 0.3068 -5.3886 1.2345
C 1.5637 -5.0163 1.5396
C 2.4996 -6.0083 1.8256
C 3.7966 -5.6803 2.1684
C 4.1884 -4.3501 2.2383
C 3.2808 -3.3598 1.9434
C 1.9612 -3.6649 1.5916
C 1.0599 -2.5673 1.2956
O 1.4990 -1.3452 1.4163
N -0.1939 -2.7931 0.9360
N -0.8287 -1.6598 0.7094
C -2.0280 -1.5027 0.1631
C -2.3532 -0.1712 -0.0938
C -3.5171 0.2919 -0.7574
C -3.7055 1.6319 -0.9342
C -2.7483 2.5396 -0.4285
C -1.6312 2.0344 0.1867
N -1.3985 0.7336 0.3298
H -0.2188 -4.5774 1.0621
H 2.1879 -7.0404 1.7733
H 4.5108 -6.4602 2.3836
H 5.1970 -4.0935 2.5216
H 3.5610 -2.3183 1.9811
H -2.6664 -2.3428 -0.0734
H -4.2247 -0.4379 -1.1223
H -4.5743 2.0086 -1.4527
H -2.8804 3.6026 -0.5358
H -0.8654 2.6830 0.5902
O 1.6482 1.4538 0.8610
C 2.2137 1.3595 -0.4514
C 1.1239 0.8402 -1.3444
C 0.5107 1.6135 -2.3072
C -0.4764 1.0435 -3.1078
C -0.7460 -0.3160 -2.9489
C -0.0673 -1.0263 -1.9904
N 0.8062 -0.4595 -1.1331
H 2.3581 1.3842 1.5129
H 3.0437 0.6471 -0.4411
H 2.5659 2.3457 -0.7720
H 0.8080 2.6420 -2.4454
H -0.9882 1.6251 -3.8545
H -1.4542 -0.8167 -3.5899
H -0.2035 -2.0907 -1.8625
Te 0.1534 0.2730 3.2945
C -1.3641 0.7174 4.7241
C -2.7035 0.8521 4.3779
C -3.6518 1.1185 5.3482
C -3.2717 1.2564 6.6736
C -1.9401 1.1180 7.0284
C -0.9960 0.8467 6.0608
H -2.9976 0.7458 3.3414
H -4.6940 1.2191 5.0790
H -4.0129 1.4630 7.4304
H -1.6446 1.2183 8.0629
H 0.0451 0.7306 6.3273

=====

Entry 2:
177
Properties=species:S:1:pos:R:3 method="wB97M-V/def2-TZVPD" lumo_ev=0.121 e_homo_ha=-0.3098 largest_force_ev_per_a=1.28 mol_weight_g_mol=1077.6 smiles="CCCCC[C@](CC)(O[C@](CCCF)([C@H](N(CC)[PH2]=S)P(=O)(O)O)P(O)Cl)B(O)N(C)C.CCOCC.CCOCC.CCOCC.CCOCC.CCOCC.CCOCC.CCOCC" multiplicity=1 e_tot_ha=-4875.3327 homo_lumo_gap_ev=8.549
C 7.0538 3.1049 -3.4696
C 5.6841 3.3805 -2.8433
C 5.3981 2.4956 -1.6252
C 4.8248 1.1368 -2.0586
C 5.4781 -0.0857 -1.4046
C 4.6409 -0.8374 -0.3504
C 3.9860 0.2618 0.5302
C 3.5678 -0.1914 1.9072
O 5.6473 -1.5338 0.4357
C 5.7932 -2.8425 0.9807
C 6.7799 -2.5443 2.1273
C 7.3652 -3.7220 2.9059
C 7.2831 -3.5806 4.4170
F 6.3210 -4.4151 4.9651
C 6.4514 -3.7299 -0.1396
N 6.3916 -5.2135 0.0008
C 7.6291 -5.9201 0.4151
C 7.3497 -7.1173 1.3108
P 5.6702 -5.9322 -1.3636
S 6.0955 -7.7732 -1.7824
P 8.0792 -3.1008 -0.7210
O 8.0581 -1.7646 -1.2834
O 8.4316 -4.1795 -1.8552
O 9.2066 -3.2301 0.4119
P 4.1873 -3.5385 1.7527
O 4.3682 -2.9179 3.2436
Cl 4.4310 -5.5469 2.2043
B 3.3967 -1.4717 -1.1672
O 2.2379 -1.9073 -0.5340
N 3.4056 -1.5045 -2.6336
C 2.1499 -0.9564 -3.1466
C 3.6862 -2.8298 -3.1733
H 7.5233 4.0239 -3.7913
H 7.7103 2.6107 -2.7635
H 6.9710 2.4614 -4.3348
H 4.9444 3.1646 -3.6099
H 5.5737 4.4319 -2.6068
H 6.3473 2.3543 -1.1260
H 4.6963 3.0456 -1.0059
H 3.7430 1.1704 -1.9901
H 5.0396 1.0635 -3.1179
H 6.3480 0.2457 -0.8474
H 5.8591 -0.7727 -2.1445
H 4.6928 1.0730 0.6415
H 3.0903 0.6060 0.0210
H 2.8227 -0.9802 1.8689
H 3.1392 0.6301 2.4716
H 4.4049 -0.5537 2.4860
H 6.2868 -1.8864 2.8252
H 7.5478 -1.9195 1.6865
H 6.9572 -4.6933 2.6620
H 8.4250 -3.7727 2.6920
H 7.0754 -2.5541 4.7056
H 8.2420 -3.8317 4.8599
H 5.8632 -3.4730 -1.0221
H 8.1854 -6.2481 -0.4528
H 8.2863 -5.2745 0.9768
H 7.2356 -6.7989 2.3406
H 6.4349 -7.6087 1.0190
H 8.1740 -7.8150 1.2340
H 4.3060 -5.7807 -1.1056
H 6.0386 -5.1136 -2.4343
H 9.3327 -3.9846 -2.1573
H 10.0134 -3.6241 0.0513
H 3.4745 -2.6561 3.5115
H 1.6011 -1.1858 -0.4286
H 1.7642 -0.2105 -2.4603
H 1.3818 -1.7161 -3.2922
H 2.3268 -0.4650 -4.0972
H 3.2674 -3.6220 -2.5569
H 4.7542 -2.9411 -3.3213
H 3.2268 -2.9098 -4.1517
C -1.5235 2.6389 -3.2600
C -1.0815 2.0503 -1.9316
O 0.3269 2.0215 -1.7600
C 0.9769 3.2807 -1.7665
C 0.5256 4.2109 -0.6543
H -1.0094 2.1464 -4.0868
H -2.5988 2.5096 -3.3830
H -1.3056 3.7067 -3.3245
H -1.4062 1.0115 -1.8758
H -1.5600 2.5715 -1.0970
H 0.8651 3.7649 -2.7433
H 2.0395 3.0597 -1.6468
H -0.5079 4.5327 -0.7911
H 1.1471 5.1061 -0.6296
H 0.5903 3.7099 0.3130
C 1.7379 9.9445 1.2657
C 0.7390 9.1748 0.4173
O 0.5324 7.8418 0.8426
C 0.0076 7.6833 2.1488
C -1.3644 8.3046 2.3447
H 2.6690 9.3844 1.3601
H 1.9521 10.9114 0.8100
H 1.3583 10.1293 2.2718
H 1.1161 9.0959 -0.6027
H -0.2143 9.7130 0.3605
H 0.7134 8.0675 2.8947
H -0.0565 6.6059 2.3038
H -1.3271 9.3939 2.2925
H -1.7666 8.0389 3.3221
H -2.0538 7.9602 1.5723
C -4.3559 8.6424 7.4176
C -3.1805 8.3839 6.4899
O -3.0255 9.3584 5.4750
C -2.7771 10.6796 5.9162
C -1.4912 10.8309 6.7120
H -5.2686 8.7981 6.8414
H -4.5008 7.7935 8.0859
H -4.1985 9.5274 8.0358
H -3.3365 7.4425 5.9625
H -2.2528 8.2742 7.0634
H -3.6310 11.0616 6.4873
H -2.7136 11.2789 5.0078
H -1.5470 10.3230 7.6760
H -1.2901 11.8848 6.9050
H -0.6505 10.4064 6.1617
C -5.3159 4.0985 -0.1065
C -4.9462 3.2336 -1.3001
O -4.3960 1.9781 -0.9487
C -5.2383 1.1198 -0.2008
C -6.5134 0.7212 -0.9224
H -4.4706 4.1855 0.5773
H -5.6047 5.0955 -0.4399
H -6.1538 3.6807 0.4534
H -4.1717 3.7347 -1.8826
H -5.8075 3.1041 -1.9657
H -5.4668 1.5647 0.7747
H -4.6458 0.2254 -0.0061
H -7.1850 1.5712 -1.0567
H -7.0492 -0.0392 -0.3546
H -6.2843 0.3236 -1.9114
C -6.8650 -5.2360 -2.2408
C -7.9480 -4.1749 -2.1538
O -7.4705 -2.8508 -2.3165
C -6.8599 -2.5673 -3.5612
C -7.7890 -2.7365 -4.7521
H -6.0437 -4.9999 -1.5623
H -7.2692 -6.2135 -1.9808
H -6.4520 -5.3119 -3.2472
H -8.4003 -4.1974 -1.1619
H -8.7506 -4.3844 -2.8702
H -5.9528 -3.1688 -3.6906
H -6.5407 -1.5267 -3.4989
H -8.0591 -3.7817 -4.9105
H -7.3051 -2.3781 -5.6610
H -8.7117 -2.1757 -4.5980
C -3.8847 -2.1671 5.6797
C -4.3756 -0.8256 5.1608
O -3.8813 -0.4902 3.8779
C -4.2386 -1.3728 2.8305
C -5.7364 -1.4727 2.5924
H -2.7972 -2.2233 5.6210
H -4.1898 -2.3032 6.7174
H -4.2914 -2.9993 5.1034
H -4.0247 -0.0314 5.8199
H -5.4710 -0.7849 5.1741
H -3.8101 -2.3670 3.0017
H -3.7540 -0.9730 1.9396
H -6.2473 -1.9564 3.4262
H -5.9389 -2.0577 1.6944
H -6.1699 -0.4786 2.4709
C -5.9780 -10.6116 -4.2440
C -7.0543 -9.5430 -4.1500
O -6.5673 -8.2232 -4.3058
C -5.9575 -7.9310 -5.5487
C -6.8879 -8.0783 -6.7413
H -5.1553 -10.3843 -3.5654
H -6.3919 -11.5857 -3.9832
H -5.5662 -10.6861 -5.2515
H -7.5029 -9.5679 -3.1567
H -7.8606 -9.7428 -4.8651
H -5.0553 -8.5376 -5.6867
H -5.6293 -6.8939 -5.4715
H -7.1662 -9.1190 -6.9138
H -6.4013 -7.7121 -7.6454
H -7.8061 -7.5118 -6.5805

=====

Entry 3:
8
Properties=species:S:1:pos:R:3 method="wB97M-V/def2-TZVPD" lumo_ev="-2.643 / -2.860" e_homo_ha="-0.3081 / -0.3018" largest_force_ev_per_a=2.29 mol_weight_g_mol=161.4 multiplicity=1 de_lowest_kcal_mol=62.31 e_tot_ha=-3211.9709 homo_lumo_gap_ev="5.741 / 5.353"
C 0.0323 0.1971 0.0613
C 0.2652 1.4894 0.7012
F -0.7325 2.1245 1.2746
Cl -0.4205 2.7350 -2.1847
Br 1.8970 2.2936 0.8861
H 0.7834 -0.5308 0.3719
H -0.9710 -0.1539 0.2979
H 0.1082 0.3020 -1.0279

=====

Entry 4:
13
Properties=species:S:1:pos:R:3 method="wB97M-V/def2-TZVPD" lumo_ev=0.714 e_homo_ha=-0.3696 largest_force_ev_per_a=0.64 mol_weight_g_mol=98.1 smiles="O=CC1CC(=O)C1" multiplicity=1 de_lowest_kcal_mol=32.75 e_tot_ha=-344.5497 homo_lumo_gap_ev=10.770
O 0.3883 2.6304 0.5489
C 0.7438 1.4899 0.3751
C -0.1591 0.3371 0.6770
C 0.3045 -1.1421 0.6203
C -0.1615 -1.1990 -0.8292
O 0.0064 -1.9751 -1.7272
C -0.8047 0.1830 -0.7596
H 1.6546 1.2367 -0.2097
H -0.7817 0.5867 1.5418
H -0.3640 -1.7658 1.2279
H 1.3360 -1.4321 0.8375
H -1.8887 0.2716 -0.8105
H -0.3821 0.8462 -1.5332